[1]
46
Properties=species:S:1:pos:R:3:forces:R:3 method="wB97M-V/def2-TZVPD" lumo_energy_ev=-8.2 e_above_lowest_kcal_mol=3.2 homo_energy_ev=-13.8 total_charge=+2
Ti 0.345481 0.684584 0.984973 1.077 0.450 -0.605
C 4.451880 -1.837357 3.293949 0.031 0.003 0.016
S 4.429063 -0.661339 1.930345 0.003 0.091 -0.056
C 2.886002 0.038469 2.094003 0.111 -0.232 0.098
S 2.546778 1.300901 0.840715 -0.359 -0.103 0.156
N 2.066606 -0.326105 3.048050 -0.252 0.303 -0.140
N 0.885693 0.357820 2.901321 0.108 -0.220 0.227
C -0.011121 0.549181 3.791707 -0.188 0.188 0.035
C -1.033644 1.534808 3.369751 0.330 -0.124 0.123
C -1.995044 2.036876 4.204414 -0.075 0.121 -0.069
C -2.757808 3.125166 3.753646 0.012 -0.095 0.097
C -2.526050 3.645749 2.501602 0.071 -0.038 -0.089
C -1.564566 3.047639 1.687291 -0.134 0.063 0.018
N -0.825750 2.027014 2.109792 -0.433 -0.260 0.231
H 5.437900 -2.295039 3.242944 -0.015 -0.029 0.022
H 3.678077 -2.588296 3.162315 0.001 0.001 -0.017
H 4.330522 -1.321271 4.242180 0.006 0.014 -0.010
H 0.021021 0.120501 4.789176 0.088 0.052 0.016
H -2.138713 1.621693 5.192239 0.014 0.002 0.006
H -3.510683 3.555547 4.400352 -0.005 0.011 -0.014
H -3.077398 4.496822 2.129545 -0.007 0.002 0.010
H -1.387528 3.407198 0.683898 0.008 -0.008 -0.005
N 2.210811 -2.661743 -5.653142 -0.004 -0.018 -0.043
C 1.608044 -2.315182 -4.510485 0.054 0.043 0.002
C 0.467146 -3.014431 -4.056474 0.005 0.020 0.021
C -0.143935 -2.661909 -2.886473 0.060 0.049 0.045
C 0.370748 -1.591896 -2.124692 0.118 -0.144 -0.405
C 1.502523 -0.881065 -2.569520 -0.012 0.021 0.107
C 2.109951 -1.235916 -3.737050 -0.033 -0.041 -0.014
S -0.431485 -1.192805 -0.703333 -0.284 0.116 0.083
O 0.568024 -1.146410 0.473874 -0.269 0.109 0.033
O -1.561510 -2.018435 -0.471066 0.003 0.094 0.074
N -0.759918 0.449090 -0.621609 -0.351 -0.763 -0.137
C -2.034839 0.802587 -1.163613 0.638 0.484 0.407
S -2.508305 0.413215 -2.755006 -0.131 -0.168 -0.167
C -4.003925 1.188252 -2.454236 -0.007 0.156 -0.032
C -4.006012 1.731930 -1.212319 0.054 -0.136 0.073
N -2.869559 1.505756 -0.466348 -0.203 -0.054 -0.166
H 1.867126 -3.422207 -6.213894 -0.002 -0.003 0.004
H 3.020662 -2.170936 -5.989910 0.002 0.006 0.011
H 0.079629 -3.838550 -4.640431 -0.007 0.001 0.001
H -1.014133 -3.203993 -2.544915 -0.018 0.018 0.034
H 1.907898 -0.058190 -1.992958 -0.041 0.002 0.025
H 2.981850 -0.694881 -4.079643 0.002 -0.003 -0.009
H -4.783946 1.212689 -3.197222 0.022 0.014 -0.020
H -4.827564 2.284467 -0.783741 0.013 0.005 0.020


[2]
45
Properties=species:S:1:pos:R:3:forces:R:3 method="wB97M-V/def2-TZVPD" lumo_energy_ev=-1.1 homo_energy_ev=-9.2
C -0.413709 -3.684247 -2.069587 -4.190 -2.593 -4.131
C -0.911982 -2.800453 -1.137491 -4.743 1.179 0.823
N -2.215353 -2.611199 -1.042375 -3.887 -4.877 -5.090
N -2.576737 -1.879838 -0.049592 -5.500 0.227 0.459
C -1.467547 -1.545325 0.351276 -4.644 11.023 12.552
C -0.477916 -2.037296 -0.127099 13.322 -2.972 -1.690
C 0.865476 -1.816097 0.271731 3.610 -4.702 -10.297
C 1.999204 -2.142698 -0.680614 -3.437 3.567 7.659
C 3.347997 -1.809221 -0.309493 4.326 -0.332 0.368
O 4.407011 -2.277501 -0.824398 -4.630 2.284 2.213
O 3.435011 -0.813094 0.886251 -2.785 -3.192 -4.033
C 4.687766 -0.497536 1.148762 6.886 -2.293 1.780
H 5.064609 -1.221723 2.106812 -0.573 2.190 -2.256
C 4.916254 1.008175 1.410919 -10.159 -8.871 -2.186
O 5.913172 1.464817 1.538975 9.460 5.551 1.725
N 3.654588 1.539541 1.284138 3.615 0.566 1.237
C 3.680117 2.841621 1.208554 -3.157 10.439 1.254
C 3.174810 3.465153 -0.133412 0.764 2.266 -3.534
F 4.162739 3.286066 -1.252328 -2.403 -0.111 2.898
F 3.066596 4.898680 -0.114737 0.155 -3.290 0.585
F 1.963060 3.017491 -0.653201 2.256 0.388 1.316
H 2.803204 3.467685 2.048674 2.352 -1.788 -2.295
H 4.637671 3.504574 1.442317 -1.647 -2.276 -0.467
H 2.849055 1.082248 1.071413 -2.090 -2.042 -0.580
H 5.522854 -0.771198 0.269464 -2.412 0.579 2.115
H 2.011999 -2.795469 -1.418227 -0.716 -2.785 -3.542
H 1.128885 -1.219171 0.950295 1.724 4.489 5.837
Cl -1.468332 -0.071964 1.739357 0.263 -2.394 -1.838
C -4.059960 -1.529367 0.445227 3.990 2.385 2.330
C -4.210930 -0.075790 0.116190 -0.711 1.701 -2.778
C -3.860131 0.605897 -1.234930 -3.016 -2.040 8.749
C -4.093937 1.804244 -1.610930 -2.403 5.428 5.582
C -4.613895 2.697843 -0.515703 -0.449 -4.959 0.094
C -5.056557 2.029495 0.673296 0.889 5.910 -4.088
C -4.862980 0.748878 0.981107 1.061 -1.326 -0.444
Cl -5.284735 0.429469 2.562014 -0.626 -1.298 2.074
H -5.460514 2.809893 1.257850 -0.685 -0.132 1.615
Cl -4.892990 4.345851 -0.619328 0.080 0.986 -0.522
H -3.781842 2.270513 -2.424623 1.209 1.455 -3.943
H -3.534836 -0.029455 -1.821555 3.537 -5.963 -5.924
H -4.552044 -2.207995 -0.108451 -2.273 -2.125 -1.888
H -4.287129 -1.632168 1.632458 1.251 -0.268 -2.942
H 0.097886 -4.453433 -1.654305 1.781 -2.440 1.040
H 0.061673 -3.248861 -2.849866 2.302 1.472 -2.137
H -1.367574 -4.147037 -2.744851 2.306 0.980 2.301


[3]
112
Properties=species:S:1:pos:R:3:forces:R:3 method="wB97M-V/def2-TZVPD" lumo_energy_ev="-3.3 / -3.3" e_above_lowest_kcal_mol=0.0 homo_energy_ev="-7.1 / -9.1" total_charge=+1 multiplicity=4
Ni 0.088113 -0.059268 0.493252 -1.565 0.181 -0.793
C 3.138002 -7.430980 -0.840027 -0.026 0.039 0.008
C 2.262702 -6.677081 -1.832209 0.137 0.162 0.184
N 2.193727 -5.237074 -1.532639 0.122 -0.271 -0.116
C 1.209688 -4.800010 -0.713704 -0.123 -0.180 -0.086
C 1.028335 -3.518722 -0.320649 0.073 0.038 0.014
C -0.106725 -3.256657 0.636877 -0.322 -0.025 0.157
O -0.726708 -4.245034 1.026760 0.040 0.309 0.070
O -0.312174 -2.042100 0.957674 0.317 -0.157 0.137
C 1.921516 -2.503292 -0.769707 -0.006 -0.354 -0.053
O 1.789263 -1.298829 -0.540983 0.315 0.568 -0.171
C 3.077268 -3.006782 -1.541266 -0.043 -0.089 0.009
C 4.112078 -2.146949 -1.893255 -0.109 0.279 0.112
C 5.198790 -2.588506 -2.585150 0.003 -0.089 -0.040
F 6.198584 -1.705623 -2.811677 0.116 0.073 -0.054
C 5.288972 -3.909421 -3.053658 0.052 0.177 -0.111
C 4.264661 -4.764361 -2.703748 -0.063 -0.288 -0.082
C 3.179042 -4.352790 -1.923518 -0.123 0.033 0.084
N 6.317790 -4.375336 -3.921503 0.248 -0.049 0.044
C 7.369026 -3.456128 -4.372330 -0.163 -0.272 -0.118
C 8.123882 -4.127918 -5.544934 -0.187 0.084 0.165
N 7.249546 -5.239485 -6.054983 0.245 0.030 0.291
C 7.220884 -6.345888 -5.039711 -0.066 0.035 0.110
C 6.883034 -5.703180 -3.677858 0.058 0.262 -0.077
H 3.118273 -8.501667 -1.053000 0.023 0.070 -0.004
H 2.766012 -7.279566 0.174874 0.038 -0.025 -0.041
H 4.172476 -7.082353 -0.877137 -0.027 -0.027 0.023
H 1.245869 -7.055124 -1.798049 -0.095 0.013 -0.015
H 2.615199 -6.810962 -2.852296 -0.075 0.005 -0.085
H 0.504873 -5.541874 -0.350901 0.026 0.056 -0.021
H 4.050398 -1.105436 -1.595159 0.064 -0.142 -0.010
H 4.290503 -5.782726 -3.064792 -0.011 0.060 0.019
H 8.080414 -3.207424 -3.583647 0.075 0.020 0.049
H 6.914382 -2.536301 -4.716793 -0.046 0.053 -0.039
H 9.066459 -4.569980 -5.238280 0.044 -0.115 -0.008
H 8.314636 -3.421238 -6.345115 -0.015 -0.005 -0.116
H 7.530849 -5.573776 -6.972802 0.054 -0.020 -0.069
H 6.300887 -4.862010 -6.098302 -0.129 -0.005 -0.110
H 8.198241 -6.819842 -5.027684 0.053 -0.004 -0.098
H 6.479335 -7.075173 -5.355303 -0.071 0.043 -0.059
H 7.783163 -5.633301 -3.058329 0.042 0.007 0.021
H 6.178674 -6.333245 -3.152775 -0.028 -0.036 0.076
C -3.029348 -0.685305 3.422199 -0.058 -0.159 -0.007
C -3.310200 -1.541221 2.210480 -0.077 -0.009 0.296
C -4.101157 -2.683850 2.334052 0.080 0.090 0.154
C -4.401000 -3.466640 1.236895 -0.053 -0.025 -0.044
C -3.911874 -3.105412 -0.010020 0.096 -0.031 -0.054
C -3.113649 -1.979904 -0.160138 0.007 -0.012 -0.227
C -2.564850 -1.594184 -1.511973 -0.003 -0.043 0.142
C -2.817821 -1.195138 0.958683 0.171 0.345 -0.188
N -2.008701 -0.027309 0.772844 0.062 -0.126 0.017
C -2.600646 1.168898 0.747561 -0.189 -0.508 0.020
C -4.080233 1.357160 0.983885 0.144 -0.024 0.026
C -1.794737 2.271111 0.433456 0.431 0.236 -0.159
C -2.422579 3.650209 0.453798 0.108 -0.167 -0.088
N -0.504805 2.026471 0.112746 0.181 0.109 0.236
C 0.249542 3.175071 -0.271731 -0.291 -0.062 0.015
C 0.928128 3.942405 0.687097 -0.167 0.122 0.108
C 0.985127 3.484374 2.119766 -0.123 0.170 -0.092
C 1.508541 5.147367 0.305968 -0.195 0.132 0.134
C 1.460829 5.579537 -1.011918 -0.135 0.164 0.098
C 0.833934 4.792253 -1.962707 -0.073 -0.041 -0.078
C 0.210472 3.596870 -1.606236 0.007 -0.092 -0.124
C -0.555658 2.801315 -2.636420 0.051 0.098 0.039
H -2.900658 -1.310325 4.309772 -0.003 0.048 -0.059
H -3.863344 -0.004832 3.621912 0.056 -0.014 -0.005
H -2.134334 -0.081095 3.280671 -0.059 -0.008 -0.004
H -4.476419 -2.961112 3.316008 0.040 0.036 -0.088
H -5.006708 -4.358708 1.351749 0.035 0.069 -0.021
H -4.136841 -3.718512 -0.878073 0.026 0.058 0.052
H -2.757456 -2.378210 -2.246084 -0.005 0.037 0.023
H -1.482772 -1.430097 -1.454357 -0.042 -0.047 -0.039
H -3.007748 -0.663416 -1.875243 0.016 0.000 0.004
H -4.601053 0.403196 0.956051 -0.020 0.027 -0.002
H -4.517880 2.013130 0.230234 0.005 -0.004 0.025
H -4.266003 1.814104 1.961794 -0.001 -0.006 -0.065
H -2.921766 3.828240 1.410168 0.015 -0.021 -0.055
H -3.186726 3.746900 -0.325394 0.068 0.004 0.045
H -1.691548 4.438342 0.300591 0.023 0.022 0.009
H 1.266419 2.434549 2.163262 0.081 -0.036 0.013
H 0.006034 3.575098 2.605714 0.100 -0.036 -0.047
H 1.708128 4.072447 2.690135 -0.072 -0.038 -0.044
H 2.011761 5.751924 1.056443 -0.043 -0.065 -0.071
H 1.909048 6.525216 -1.291168 0.019 -0.043 -0.011
H 0.801850 5.113395 -2.999646 -0.014 0.001 0.058
H -0.106074 2.912326 -3.627185 -0.042 -0.007 0.081
H -1.591259 3.151860 -2.702893 0.058 -0.031 0.018
H -0.591859 1.744971 -2.370527 -0.008 0.069 -0.038
S 0.731330 -0.259057 3.743958 0.139 0.074 0.676
C 0.650022 0.114805 2.295676 0.036 -0.320 0.334
C 4.818519 3.245404 -1.377070 -0.038 -0.058 0.138
C 3.532138 3.046573 -0.558982 0.186 -0.154 -0.222
P 2.817110 1.326905 -0.476785 0.411 0.424 -0.054
C 2.860294 1.091204 -2.337865 -0.148 -0.332 0.094
C 1.838311 0.157751 -3.003320 0.057 0.081 0.102
C 4.330116 0.573341 0.343879 -0.218 -0.398 -0.203
C 4.127938 -0.671669 1.221154 0.060 0.105 -0.088
H 5.257053 4.219346 -1.145863 -0.010 -0.036 -0.025
H 4.613526 3.236006 -2.448618 0.015 -0.047 0.026
H 5.579043 2.486132 -1.171708 -0.044 0.083 0.007
H 2.756905 3.691494 -0.974731 0.319 -0.296 0.068
H 3.697320 3.378068 0.468267 -0.049 -0.017 0.033
H 3.876640 0.861134 -2.673530 -0.013 0.104 -0.052
H 2.630998 2.103632 -2.675549 0.102 0.038 -0.041
H 2.192397 -0.868369 -3.088592 -0.018 0.008 0.020
H 1.611393 0.515518 -4.009606 0.025 -0.018 -0.017
H 0.900258 0.134111 -2.446481 0.033 0.005 -0.041
H 4.645678 1.392383 0.990395 0.095 0.047 0.001
H 5.139990 0.411660 -0.372680 0.071 0.048 0.025
H 3.139011 -0.674267 1.674440 -0.036 -0.009 0.037
H 4.865572 -0.687892 2.027463 -0.001 -0.031 -0.060
H 4.229934 -1.604479 0.663565 -0.029 0.074 0.042


[4]
11
Properties=species:S:1:pos:R:3:forces:R:3 method="wB97M-V/def2-TZVPD" lumo_energy_ev=0.7 e_above_lowest_kcal_mol=29.0 homo_energy_ev=-10.2 smiles="O=C(CO)CF"
O 1.700492 0.084570 -0.136247 0.040 -0.504 -0.187
C 0.525893 -0.120295 0.042799 0.773 0.867 0.763
C -0.513421 0.872444 -0.166561 -1.200 1.190 -3.587
O -0.040761 2.153459 -0.618229 -1.797 -0.462 3.150
C -0.019031 -1.338129 0.669570 1.450 -2.448 0.223
F -1.330995 -1.607882 0.262213 0.834 -0.269 -0.064
H -1.104441 0.367556 -1.033228 0.396 0.825 1.263
H -1.222116 0.952819 0.653461 0.172 0.291 0.083
H 0.374768 2.065959 -1.434146 1.223 -0.444 -2.113
H 0.780991 -2.186270 0.477622 -2.121 1.190 0.367
H -0.088735 -1.117473 1.737334 0.231 -0.237 0.102